A cluster of 2 separate species, C3H12N3S in total, computed with ωB97M-V/def2-TZVPD.

The HOMO energy comes out at -2.924 eV. As for the total energy: -683.9923 hartree. For the energy above the lowest of the compared OMol25 structures with the same formula, charge and spin, the calculation gives 7.19 kJ/mol. Its charge is -1. The value obtained for the HOMO-LUMO gap is 6.9301 eV.

Last column: Mulliken charge in e.
Positions of all 19 atoms, in Å:
H -1.991 -1.657 2.264  0.3300
H 0.881 -1.224 2.068  0.3118
H 0.406 2.341 -1.504  0.2670
H -0.882 0.290 -1.700  0.2412
H -0.979 -1.425 0.827  0.2495
H 1.052 -1.210 -1.409  0.2250
H -1.337 0.666 2.821  0.1854
N -1.383 0.312 1.877  -0.6077
C 1.215 -0.131 -1.531  -0.5537
S 1.490 0.604 0.143  -0.7013
H 0.866 2.182 -3.064  0.2195
H -0.057 0.077 -3.250  0.3601
H 2.143 -0.066 -2.110  0.3125
C 0.038 0.505 -2.245  -0.5744
H 0.118 -1.244 3.503  0.1830
C -1.124 -1.123 1.864  -0.3611
H -0.654 0.749 1.294  0.2164
N 0.065 -1.604 2.556  -0.6521
N 0.134 1.957 -2.405  -0.6512